DFT (ωB97M-V/def2-TZVPD) results for the molecule CHIOS2 in a non-equilibrium geometry.

## Properties
M	220.06	g mol⁻¹
maximum force	2.22	eV/A
energy above the lowest of the compared OMol25 structures with the same formula, charge and spin	46.1	kcal per mole
HOMO energy	-9.5	eV
gap between HOMO and LUMO	7.8	eV

The geometry in XYZ format:
```
6
Properties=species:S:1:pos:R:3:forces:R:3:nbo_charge:R:1
C 0.59195 -0.91310 -0.48370 -0.176 -1.334 0.838 -0.557
O 1.04482 1.62546 -0.79195 -1.016 1.681 0.346 -0.884
S -0.46087 -2.07179 -0.94601 1.370 1.743 -0.041 0.186
S 1.59222 0.42436 -1.34477 0.566 -1.947 -0.148 1.165
I 3.48850 -0.05941 0.24363 0.110 -0.124 -0.520 -0.117
H 0.94894 -0.82814 0.56694 -0.854 -0.019 -0.476 0.207
```
Positions in Å, forces in eV/Å.